Entry 1:
20
Properties=species:S:1:pos:R:3:forces:R:3 method="wB97M-V/def2-TZVPD" e_lumo_ev="-3.54 / -8.63" charge=+1 homo_ev="-13.126 / -13.126" gap_ev="9.59 / 4.49" largest_force_ev_per_a=2.13 spin_multiplicity=2
C 0.650518 0.413266 1.459605 -0.35 -0.02 -0.99
C 1.047093 -0.378233 0.219945 -0.65 -1.07 -0.20
C 2.318821 0.132305 -0.413381 0.49 0.16 -0.49
O -0.106721 -0.368080 -0.620054 0.04 0.24 -0.24
C -0.641571 -0.191514 2.079307 -1.50 0.15 0.74
N -0.312531 -1.171014 3.032407 1.67 -0.98 -0.89
H 1.456117 0.411416 2.176203 0.28 0.37 0.25
H 0.367954 1.413847 1.120583 0.26 0.07 0.33
H 1.182048 -1.438353 0.475136 0.31 0.06 0.33
H 2.284204 0.088052 -1.501011 -0.32 -0.11 -0.06
H 3.150935 -0.507068 -0.139621 0.20 0.04 0.26
H 2.579448 1.163753 -0.186461 -0.15 0.10 0.24
H -0.001734 -1.019076 -1.330495 0.06 0.31 0.19
H -1.186593 0.611402 2.606569 0.36 0.20 0.07
H -1.380440 -0.604031 1.387172 0.54 0.07 -0.23
H 0.501845 -1.033125 3.645241 -0.64 0.37 0.27
H -0.312127 -2.139299 2.692477 -0.60 0.05 0.44
H -3.802261 1.972755 -4.896554 0.01 -0.23 -0.21
H -3.748840 0.873562 -5.999648 0.01 0.13 0.20
O -4.046166 1.769436 -5.807418 -0.03 0.10 0.01

---

Entry 2:
15
Properties=species:S:1:pos:R:3:forces:R:3 method="wB97M-V/def2-TZVPD" e_lumo_ev=3.94 charge=-1 homo_ev=-3.478 gap_ev=7.42 largest_force_ev_per_a=2.82
C 0.154376 -0.811864 3.040729 -1.43 1.89 0.41
C -1.287247 -0.590621 2.523877 -0.26 0.29 -1.16
H 0.882844 -0.841482 2.229853 -0.02 -0.23 0.27
H 0.268211 0.139644 3.613720 0.76 -0.71 -0.26
H 0.198849 -1.588063 3.787211 0.33 -0.64 -0.16
H -2.097381 -0.909032 3.200578 0.45 0.52 0.07
H -1.555302 -1.011976 1.562215 0.41 -1.07 -0.19
H -1.372739 0.448506 2.161249 -0.21 -0.01 0.94
C -0.492213 -0.298247 -2.429605 1.44 0.83 -2.28
C 0.441055 0.508987 -1.521323 0.58 0.77 2.17
O 1.637674 0.145384 -1.363975 -0.47 -0.65 -0.93
O -0.061305 1.470810 -0.882620 -0.65 0.01 -0.51
H 0.116109 -0.415192 -3.356884 0.01 -0.84 0.56
H -1.268025 0.311248 -2.905197 -0.66 -0.18 1.09
H -0.762407 -1.266183 -2.023587 -0.27 0.03 -0.02

---

Entry 3:
14
Properties=species:S:1:pos:R:3:forces:R:3 method="wB97M-V/def2-TZVPD" e_lumo_ev="-14.05 / -14.05" charge=+2 homo_ev="-21.252 / -21.255" gap_ev="7.20 / 7.20" largest_force_ev_per_a=8.07
C -0.864185 1.598680 -0.129846 -1.13 -0.22 0.98
C 0.423503 1.251489 -0.117715 2.15 1.33 0.98
C -0.587534 -0.785030 0.186427 4.72 0.79 0.87
C -1.509048 0.342970 0.148826 -3.62 0.43 -1.17
C -3.241903 -1.012314 -0.284482 -3.66 -5.65 -2.35
C 1.873256 -0.795885 -0.026312 2.93 -2.54 1.19
N -2.814477 -0.029768 0.134815 4.48 6.28 2.35
N 0.595122 -0.233392 0.161418 -2.07 0.53 -1.44
H -1.322371 2.612036 -0.130687 0.34 -0.92 -0.29
H 1.361376 1.929291 -0.148799 -1.57 -1.39 -0.17
H -0.619249 -1.857579 0.237731 -0.96 -0.43 0.05
H 1.826646 -1.784670 -0.633920 0.04 1.85 0.58
H 2.293890 -1.238347 1.019147 -0.82 1.33 -2.00
H 2.584968 0.002523 -0.416608 -0.85 -1.39 0.44

---

Entry 4:
68
Properties=species:S:1:pos:R:3:forces:R:3 method="wB97M-V/def2-TZVPD" e_lumo_ev=-1.60 charge=0 homo_ev=-8.191 gap_ev=6.59 largest_force_ev_per_a=0.80
C 8.430246 1.740486 1.029619 -0.02 -0.26 -0.30
C 8.144195 1.084510 -0.088426 0.12 0.54 0.27
C 7.850832 -0.369345 -0.037170 0.00 -0.15 -0.41
O 8.690033 -1.198679 0.168228 0.11 -0.27 0.38
O 6.551825 -0.660458 -0.238283 -0.26 0.36 0.43
C 6.013433 -1.678396 0.640738 -0.09 0.13 -0.17
C 4.508851 -1.481198 0.681419 0.34 -0.25 -0.30
C 3.781351 -2.744403 1.113941 -0.37 -0.03 0.14
C 2.256697 -2.711832 0.882098 0.44 0.02 -0.40
C 1.615853 -1.343388 1.062572 -0.33 -0.28 0.43
C 0.086427 -1.417343 1.200963 -0.04 0.80 0.08
Si -0.524503 0.181617 1.936042 0.06 0.19 -0.07
N 0.263620 0.540138 3.441158 -0.42 0.00 -0.21
Cl -2.605251 0.070697 2.214741 0.08 -0.13 0.06
P -0.067063 1.878791 0.566331 0.67 0.19 -0.09
C -0.963649 3.254870 1.404190 -0.26 -0.43 0.12
C -1.115606 1.500767 -0.904954 -0.24 -0.20 0.02
H 8.732180 2.776178 1.018162 -0.15 0.12 0.00
H 8.382161 1.239138 1.986096 0.17 -0.01 0.09
H 8.132848 1.597615 -1.039709 0.00 -0.10 -0.15
H 6.291107 -2.665233 0.279192 0.06 -0.08 -0.04
H 6.443911 -1.513983 1.627674 0.13 -0.23 0.06
H 4.300087 -0.637830 1.334834 -0.22 0.12 -0.07
H 4.200256 -1.225681 -0.333713 -0.10 0.13 -0.02
H 4.186359 -3.576525 0.537240 0.08 -0.15 0.09
H 3.963321 -2.966499 2.166911 0.18 0.09 0.08
H 2.078876 -3.072575 -0.133748 -0.23 0.02 -0.06
H 1.782774 -3.426008 1.553777 -0.07 -0.07 0.04
H 2.024853 -0.893484 1.970144 0.08 0.11 0.01
H 1.848498 -0.680440 0.231092 0.20 0.07 -0.01
H -0.237058 -2.235694 1.843224 -0.02 -0.21 -0.09
H -0.383427 -1.498663 0.223555 -0.11 -0.40 -0.01
H -0.293634 0.352277 4.263541 0.13 -0.01 0.13
H 0.617898 1.485406 3.485194 0.09 0.01 0.17
H -0.881656 4.165908 0.820394 0.01 0.09 -0.03
H -0.520471 3.406928 2.386383 0.09 0.15 0.03
H -2.010810 2.995414 1.551567 -0.12 0.14 -0.04
H -0.521335 1.539229 -1.812903 0.09 0.02 -0.06
H -1.932216 2.212863 -0.995470 -0.02 0.10 0.07
H -1.559467 0.508883 -0.829319 -0.04 -0.08 -0.06
C -5.902701 6.644369 -1.255023 -0.12 0.08 0.02
C -4.807694 5.931405 -1.551596 -0.06 0.10 -0.08
C -4.266141 4.870585 -0.625553 -0.11 -0.10 0.31
O -3.273687 4.268866 -0.995551 0.07 0.05 -0.14
C -4.942848 4.633045 0.632151 0.13 -0.09 -0.02
C -6.036978 5.348075 0.930715 0.07 -0.11 0.08
C -6.592092 6.395159 -0.004362 0.09 0.11 -0.28
O -7.598362 6.976856 0.354272 -0.05 -0.01 0.12
O -6.723741 5.205611 2.052141 -0.01 -0.01 0.01
O -4.109933 6.085482 -2.666479 0.00 0.00 -0.01
H -6.299483 7.404603 -1.912488 0.01 -0.01 -0.02
H -4.540077 3.879030 1.293846 -0.03 0.00 0.01
H -7.463939 5.841703 2.001546 -0.03 0.04 -0.03
H -3.377238 5.440981 -2.621166 0.02 -0.04 0.03
C -2.920256 -4.435581 -1.327671 0.06 0.11 0.07
C -3.608331 -5.404725 -1.947970 -0.03 0.10 0.10
C -2.982797 -6.285171 -3.002867 0.28 0.00 -0.12
O -3.689673 -7.145535 -3.492633 -0.12 -0.01 0.02
C -1.598390 -6.056123 -3.366575 -0.06 -0.11 -0.07
C -0.911992 -5.085668 -2.748064 0.04 -0.10 -0.10
C -1.532548 -4.220118 -1.679670 -0.28 0.01 0.13
O -0.817615 -3.376424 -1.168920 0.10 -0.03 -0.14
O 0.354353 -4.799651 -3.008672 0.02 0.00 0.00
O -4.878127 -5.679277 -1.698086 -0.02 0.00 0.01
H -3.358452 -3.801412 -0.569804 -0.02 -0.02 0.00
H -1.162425 -6.682586 -4.131556 0.02 0.01 0.01
H 0.595072 -4.062825 -2.413828 -0.02 0.03 0.04
H -5.116253 -6.424730 -2.283459 0.02 -0.04 -0.04

---

Entry 5:
104
Properties=species:S:1:pos:R:3:forces:R:3 method="wB97M-V/def2-TZVPD" e_lumo_ev="-1.96 / -1.97" charge=+1 homo_ev="-8.147 / -8.849" gap_ev="6.19 / 6.88" largest_force_ev_per_a=2.62 spin_multiplicity=4
Cr 0.582828 0.201489 0.167189 0.66 0.86 -0.48
C 3.482628 0.420489 -0.768011 0.42 -0.25 0.22
C 3.642428 0.397489 0.758489 0.18 0.04 -0.40
N 2.344328 0.206289 1.413989 0.13 -0.66 0.35
C 2.178728 1.058789 2.593489 -0.18 0.30 0.59
C 2.019828 2.549089 2.209389 0.16 -0.22 0.10
N 1.525928 2.687189 0.850089 -0.31 0.52 0.09
C 2.467228 3.211989 -0.124011 -0.06 -0.12 -0.40
C 2.298128 2.437989 -1.431611 0.14 0.63 0.10
N 2.198928 1.004589 -1.173711 0.09 -0.06 -0.89
H 3.523928 -0.604511 -1.141111 0.02 0.20 0.02
H 4.326328 0.970889 -1.208111 -0.12 -0.09 0.00
H 4.066128 1.336889 1.106889 0.03 -0.03 0.03
H 4.356428 -0.388911 1.031289 -0.11 0.12 0.03
H 2.277728 -0.751611 1.745689 0.06 -0.01 0.09
H 3.023828 0.950389 3.287989 -0.09 -0.05 -0.10
H 1.269928 0.713989 3.091889 0.19 0.04 -0.01
H 2.973828 3.078689 2.323689 -0.12 -0.05 0.03
H 1.318928 3.002789 2.910089 0.08 0.02 0.00
H 0.673028 3.231889 0.822789 0.06 -0.11 0.03
H 3.489528 3.102689 0.243489 -0.07 0.04 0.02
H 2.317128 4.281289 -0.321911 0.07 -0.09 0.02
H 3.133228 2.674889 -2.107111 -0.12 -0.08 0.00
H 1.365428 2.752489 -1.895911 0.23 -0.10 -0.01
H 1.943728 0.567589 -2.054211 0.07 -0.02 0.04
C -2.759972 -0.771411 0.122289 0.26 0.10 -0.06
P -1.641572 0.094189 -1.048211 -1.43 -1.00 -0.58
C -1.658972 -1.199511 -2.378711 0.19 0.17 0.17
C -2.923472 1.199889 -1.808411 0.29 0.40 0.07
C -4.148772 0.653789 -2.178711 -0.04 -0.17 -0.05
C -5.155472 1.433389 -2.708711 -0.01 -0.04 -0.03
C -4.962172 2.792989 -2.872511 0.06 0.09 -0.02
C -3.748572 3.354489 -2.524811 -0.08 0.03 -0.01
C -2.724072 2.565589 -2.011311 0.34 -0.01 0.32
P -1.027272 3.190889 -1.724911 -0.41 0.68 -0.64
C -1.284672 5.025089 -1.668211 0.11 -0.33 0.10
C -0.540872 3.075789 -3.524611 0.09 0.01 0.40
H -3.655472 -1.153611 -0.362011 0.09 0.01 -0.07
H -3.047072 -0.103611 0.931489 0.01 -0.07 0.05
H -2.186972 -1.594711 0.537789 -0.11 -0.10 0.15
H -2.643772 -1.654211 -2.462511 -0.02 0.05 0.00
H -0.940672 -1.972911 -2.119711 0.08 -0.10 -0.06
H -1.401272 -0.752511 -3.337111 0.06 -0.05 -0.06
H -4.331472 -0.401311 -2.070311 -0.06 -0.14 0.03
H -6.088872 0.976289 -2.994111 -0.14 -0.06 -0.03
H -5.743572 3.404889 -3.293111 -0.12 0.11 0.00
H -3.605972 4.415889 -2.664311 0.06 0.07 -0.02
H -1.648772 5.435789 -2.607611 -0.08 0.00 -0.04
H -0.328972 5.497589 -1.444011 0.04 0.05 0.04
H -1.979972 5.260589 -0.865211 -0.03 0.09 0.06
H -1.316072 3.527389 -4.142111 0.00 -0.02 -0.04
H -0.427372 2.027589 -3.804111 0.03 -0.03 -0.06
H 0.400428 3.597389 -3.692611 0.08 0.00 -0.08
C 1.373028 -1.524211 -3.854211 -0.04 0.24 0.03
N 1.781928 -2.639811 -3.032711 -0.03 0.17 0.31
C 2.393028 -3.737811 -3.759911 0.15 -0.41 -0.05
C 2.436628 -4.980011 -2.890311 0.12 0.24 0.06
C 3.128928 -4.622311 -1.588211 0.05 -0.34 -0.32
N 2.458428 -3.496311 -0.970711 -0.09 0.25 -0.01
C 2.766228 -3.285211 0.423889 -0.07 0.19 0.17
C 1.862528 -2.497211 -1.676711 -0.13 -0.45 -0.11
O 1.377628 -1.501311 -1.098611 -0.08 -0.23 -0.11
H 0.688928 -1.866811 -4.632111 -0.01 0.03 0.05
H 2.240028 -1.061211 -4.339111 -0.03 0.01 0.01
H 0.863628 -0.795011 -3.229511 0.01 -0.01 -0.15
H 3.404928 -3.459211 -4.087511 -0.10 -0.02 0.00
H 1.795728 -3.928411 -4.656011 0.05 0.10 0.07
H 2.960928 -5.789011 -3.395911 0.02 0.03 -0.01
H 1.418828 -5.309511 -2.679711 -0.03 -0.05 0.00
H 4.190828 -4.388511 -1.758211 -0.11 -0.07 0.02
H 3.077828 -5.466811 -0.895411 0.05 0.13 -0.01
H 2.681528 -4.226111 0.966089 0.00 0.03 -0.04
H 2.051328 -2.578111 0.833589 0.08 -0.11 0.08
H 3.785828 -2.900711 0.544289 -0.01 -0.02 0.07
C -1.695972 2.597789 1.768289 -0.15 -0.11 0.31
C -2.109872 2.086789 3.142289 0.21 0.10 0.10
C -1.223272 2.666989 4.251789 -0.22 0.09 -0.13
C -2.083772 0.579289 3.290589 0.15 -0.07 -0.50
C -2.950972 0.073689 4.240589 0.01 -0.42 0.15
C -2.997972 -1.267011 4.575989 -0.02 0.00 0.08
C -2.131872 -2.133711 3.931589 -0.23 0.20 0.06
C -1.260272 -1.693911 2.963289 0.41 0.48 -0.28
C -0.348572 -2.700011 2.299989 -0.06 -0.09 0.01
C 0.733428 -3.166111 3.284489 -0.06 0.14 -0.34
C -1.118272 -3.922111 1.776589 0.14 0.18 -0.10
C -1.195372 -0.303011 2.579289 -1.65 -0.68 1.91
N -0.412472 0.038789 1.583489 0.81 -0.05 -0.54
H -1.572272 3.677689 1.791389 0.02 0.24 -0.06
H -2.449972 2.352189 1.023889 -0.10 -0.02 -0.19
H -0.773072 2.106489 1.479489 -0.05 0.29 -0.08
H -3.135372 2.427689 3.342089 0.14 -0.11 -0.06
H -0.217672 2.259289 4.189189 0.18 -0.05 0.00
H -1.623772 2.399189 5.226189 0.02 -0.04 0.10
H -1.177272 3.751489 4.190989 0.07 0.22 0.00
H -3.615672 0.764789 4.741589 -0.06 0.09 0.04
H -3.680072 -1.627311 5.327789 -0.12 -0.04 0.09
H -2.153772 -3.187211 4.169789 0.00 -0.14 0.07
H 0.110828 -2.186311 1.442689 -0.02 -0.25 0.17
H 0.263528 -3.581411 4.174189 0.00 0.02 0.08
H 1.369428 -2.337311 3.592989 0.10 0.09 0.11
H 1.356028 -3.943411 2.843489 0.09 -0.08 0.00
H -1.246572 -4.665111 2.561089 -0.09 -0.06 0.07
H -0.571272 -4.397711 0.962389 0.04 -0.11 -0.06
H -2.104872 -3.637411 1.415189 -0.04 -0.07 -0.07

---

Repeat the second record exactly.
15
Properties=species:S:1:pos:R:3:forces:R:3 method="wB97M-V/def2-TZVPD" e_lumo_ev=3.94 charge=-1 homo_ev=-3.478 gap_ev=7.42 largest_force_ev_per_a=2.82
C 0.154376 -0.811864 3.040729 -1.43 1.89 0.41
C -1.287247 -0.590621 2.523877 -0.26 0.29 -1.16
H 0.882844 -0.841482 2.229853 -0.02 -0.23 0.27
H 0.268211 0.139644 3.613720 0.76 -0.71 -0.26
H 0.198849 -1.588063 3.787211 0.33 -0.64 -0.16
H -2.097381 -0.909032 3.200578 0.45 0.52 0.07
H -1.555302 -1.011976 1.562215 0.41 -1.07 -0.19
H -1.372739 0.448506 2.161249 -0.21 -0.01 0.94
C -0.492213 -0.298247 -2.429605 1.44 0.83 -2.28
C 0.441055 0.508987 -1.521323 0.58 0.77 2.17
O 1.637674 0.145384 -1.363975 -0.47 -0.65 -0.93
O -0.061305 1.470810 -0.882620 -0.65 0.01 -0.51
H 0.116109 -0.415192 -3.356884 0.01 -0.84 0.56
H -1.268025 0.311248 -2.905197 -0.66 -0.18 1.09
H -0.762407 -1.266183 -2.023587 -0.27 0.03 -0.02